[1]
# C48H44BiN5OPS

C48H44BiN5OPS as an isolated structure (ωB97M-V with the def2-TZVPD basis set, the OMol25 dataset).

Positions of all 101 atoms, in Å:
Bi  0.04  -0.69  -0.97
C  2.39  -1.57  -3.36
N  1.72  -0.32  -2.97
C  2.64  0.60  -2.28
C  3.18  0.05  -0.99
C  4.49  0.26  -0.60
C  4.92  -0.20  0.64
C  4.02  -0.86  1.47
C  2.72  -1.03  1.01
N  2.32  -0.60  -0.19
C  1.09  0.37  -4.12
C  -0.14  1.21  -3.85
C  -0.49  2.21  -4.74
C  -1.67  2.91  -4.56
C  -2.48  2.59  -3.48
C  -2.08  1.57  -2.64
N  -0.94  0.89  -2.83
C  1.90  -2.83  -2.68
C  2.53  -4.03  -3.01
C  2.07  -5.22  -2.47
C  0.97  -5.18  -1.62
C  0.41  -3.96  -1.32
N  0.87  -2.80  -1.83
H  2.28  -1.74  -4.43
H  3.47  -1.48  -3.19
H  3.47  0.88  -2.94
H  2.09  1.51  -2.05
H  5.19  0.77  -1.25
H  5.94  -0.05  0.96
H  4.31  -1.23  2.44
H  1.98  -1.54  1.62
H  1.83  1.01  -4.62
H  0.78  -0.39  -4.85
H  0.15  2.43  -5.59
H  -1.96  3.68  -5.26
H  -3.42  3.10  -3.30
H  -2.69  1.26  -1.79
H  3.37  -4.03  -3.69
H  2.54  -6.16  -2.72
H  0.56  -6.09  -1.19
H  -0.46  -3.89  -0.67
N  -2.10  -1.91  -1.72
C  -3.02  -2.48  -0.75
C  -4.23  -2.98  -1.20
C  -5.14  -3.54  -0.31
C  -4.83  -3.59  1.05
C  -3.62  -3.09  1.50
C  -2.70  -2.53  0.61
P  -1.13  -1.83  1.28
C  -1.70  -0.40  2.24
C  -2.88  0.26  1.90
C  -3.28  1.38  2.63
C  -2.50  1.83  3.69
C  -1.32  1.18  4.01
C  -0.91  0.07  3.29
C  -0.51  -3.05  2.48
C  0.59  -3.84  2.14
C  1.05  -4.81  3.01
C  0.42  -5.01  4.23
C  -0.66  -4.21  4.59
C  -1.11  -3.22  3.73
H  -2.59  -1.21  -2.28
H  -1.80  -2.63  -2.38
H  -4.47  -2.94  -2.25
H  -6.08  -3.92  -0.67
H  -5.53  -4.02  1.75
H  -3.39  -3.14  2.55
H  -3.49  -0.09  1.08
H  -4.20  1.88  2.38
H  -2.82  2.69  4.26
H  -0.72  1.53  4.84
H  0.01  -0.44  3.56
H  1.09  -3.70  1.19
H  1.91  -5.41  2.74
H  0.78  -5.77  4.91
H  -1.15  -4.35  5.54
H  -1.92  -2.57  4.04
O  0.05  1.39  0.41
S  -0.54  2.77  0.09
C  -0.64  3.64  1.65
C  -1.68  4.55  1.80
C  -1.72  5.33  2.94
C  -0.74  5.20  3.92
C  0.27  4.26  3.77
C  0.33  3.47  2.63
C  0.83  3.70  -0.61
C  0.56  4.70  -1.53
C  1.60  5.48  -2.01
C  2.90  5.24  -1.58
C  3.17  4.22  -0.68
C  2.13  3.43  -0.20
H  -2.44  4.66  1.03
H  -2.53  6.05  3.08
H  -0.77  5.82  4.80
H  1.03  4.15  4.53
H  1.10  2.72  2.51
H  -0.46  4.89  -1.84
H  1.40  6.27  -2.72
H  3.70  5.87  -1.94
H  4.18  4.05  -0.34
H  2.32  2.63  0.50

## Properties
**2S+1**: 1
**Largest force on an atom**: 1.107 eV/Å
**Total charge**: +3
**Orbital gap**: 8.2 eV


[2]
# C48H44BrF3N8O18P

A 8-piece molecular cluster, C48H44BrF3N8O18P overall (ωB97M-V with the def2-TZVPD basis set, the OMol25 dataset).

Positions of all 123 atoms, in Å:
O  4.61  -0.22  -1.37
C  4.70  0.48  -2.51
O  6.07  0.90  -2.92
C  3.48  0.87  -3.52
N  2.54  1.97  -2.98
C  3.33  3.26  -2.96
C  2.46  4.61  -2.64
O  2.90  5.63  -3.65
C  4.23  6.15  -3.25
C  5.45  5.74  -4.26
F  4.99  5.08  -5.52
F  6.34  4.80  -3.51
F  6.28  6.92  -4.70
P  1.21  2.00  -4.20
O  1.48  3.26  -5.39
Br  -0.76  2.42  -3.06
H  2.89  -0.14  -3.75
H  3.96  1.19  -4.56
H  3.91  3.32  -3.99
H  4.17  3.20  -2.12
H  1.30  4.50  -2.76
H  2.63  5.00  -1.53
H  4.56  5.81  -2.16
H  4.13  7.34  -3.30
H  2.45  3.37  -5.61
C  -2.91  4.28  2.78
C  -2.45  3.09  2.21
C  -1.38  3.12  1.32
C  -0.76  4.34  1.01
C  -1.23  5.53  1.57
C  -2.30  5.50  2.46
N  0.38  4.37  0.09
O  0.75  3.29  -0.41
O  0.92  5.46  -0.13
H  -3.74  4.26  3.48
H  -2.93  2.15  2.46
H  -1.03  2.18  0.88
H  -0.77  6.49  1.34
H  -2.67  6.42  2.91
C  -4.79  -3.05  4.39
C  -4.09  -2.55  3.30
C  -3.17  -1.51  3.46
C  -2.95  -0.98  4.74
C  -3.66  -1.48  5.85
C  -4.58  -2.51  5.67
N  -1.97  0.09  4.93
O  -1.38  0.51  3.93
O  -1.78  0.51  6.08
H  -5.50  -3.86  4.26
H  -4.26  -2.97  2.31
H  -2.63  -1.14  2.60
H  -3.51  -1.07  6.85
H  -5.13  -2.90  6.52
C  1.86  4.00  9.40
C  2.28  4.70  8.26
C  1.37  4.99  7.24
C  0.03  4.58  7.38
C  -0.39  3.87  8.52
C  0.54  3.58  9.52
N  -0.94  4.90  6.33
O  -0.53  5.51  5.33
O  -2.12  4.55  6.50
H  2.58  3.78  10.19
H  3.32  5.01  8.17
H  1.71  5.53  6.37
H  -1.42  3.54  8.63
H  0.22  3.04  10.41
C  -1.19  -2.38  -5.12
C  -2.47  -1.82  -5.01
C  -3.14  -1.86  -3.79
C  -2.53  -2.47  -2.68
C  -1.25  -3.04  -2.79
C  -0.59  -2.99  -4.02
N  -3.23  -2.49  -1.39
O  -4.36  -2.00  -1.33
O  -2.64  -3.01  -0.43
H  -0.67  -2.34  -6.07
H  -2.93  -1.34  -5.87
H  -4.14  -1.42  -3.71
H  -0.77  -3.51  -1.94
H  0.40  -3.42  -4.12
C  -5.67  -9.15  0.67
C  -4.39  -8.73  1.02
C  -4.21  -7.83  2.07
C  -5.33  -7.35  2.77
C  -6.62  -7.77  2.41
C  -6.78  -8.67  1.35
N  -5.15  -6.42  3.89
O  -4.00  -6.07  4.16
O  -6.16  -6.05  4.50
H  -5.80  -9.86  -0.15
H  -3.52  -9.11  0.48
H  -3.20  -7.51  2.34
H  -7.50  -7.40  2.94
H  -7.78  -9.00  1.07
C  1.24  -0.82  2.67
C  1.83  -0.87  1.41
C  2.14  -2.10  0.82
C  1.85  -3.28  1.52
C  1.26  -3.24  2.79
C  0.96  -2.00  3.37
N  2.14  -4.58  0.90
O  2.68  -4.57  -0.22
O  1.84  -5.60  1.52
H  1.00  0.14  3.12
H  2.05  0.06  0.88
H  2.60  -2.12  -0.16
H  1.04  -4.15  3.34
H  0.51  -1.96  4.35
C  4.78  -0.41  -10.28
C  3.51  0.15  -10.16
C  2.83  0.11  -8.94
C  3.44  -0.50  -7.83
C  4.72  -1.06  -7.95
C  5.39  -1.02  -9.18
N  2.75  -0.52  -6.54
O  1.61  -0.03  -6.49
O  3.34  -1.04  -5.58
H  5.31  -0.36  -11.23
H  3.04  0.63  -11.02
H  1.84  0.55  -8.87
H  5.21  -1.54  -7.10
H  6.38  -1.45  -9.27

## Properties
**2S+1**: 1
**Largest force on an atom**: 7.525 eV/Å
**Total charge**: -1
**Orbital gap**: 4.4 eV


> Look up the 2S+1 of the second one.

1